1 | Molecular formula: C5H8N4O2
Method: DFT, ωB97M-V/def2-TZVPD

```
19
Properties=species:S:1:pos:R:3:lowdin_spin:R:1
C 1.28385 -1.65736 0.05931 0.38
C 1.57002 -0.28739 -0.02583 0.32
C -0.52276 -0.50107 0.08899 0.32
C 0.46330 1.80523 -0.11880 0.01
C -2.22839 -0.02470 0.09302 0.02
N -0.04038 -1.71566 0.18980 0.03
N 0.47124 0.45674 0.04716 0.13
N -3.20941 -1.05730 0.09910 0.00
N 2.91186 0.16734 -0.09203 0.23
O 3.79209 -0.63820 -0.49297 0.29
O 3.18302 1.27747 0.30599 0.24
H 1.94724 -2.49990 0.07737 0.02
H 0.37791 2.43539 0.77660 0.01
H 1.38130 2.05967 -0.50148 0.00
H -0.24445 2.21348 -0.72450 0.00
H -2.50529 0.70912 0.93344 0.01
H -2.42267 0.48657 -0.79003 0.00
H -3.14951 -1.50631 -0.74452 0.00
H -3.05898 -1.72312 0.81938 0.00
```

Computed properties:
gap between HOMO and LUMO (alpha / beta): 6.59 / 6.10 eV
E_HOMO (alpha / beta): -6.18 / -9.38 eV
multiplicity: 3

=====

2 | Molecular formula: C5H8N4O2
Method: DFT, ωB97M-V/def2-TZVPD

```
19
Properties=species:S:1:pos:R:3:lowdin_spin:R:1
C 1.28092 0.22211 -1.00815 0.60
C -0.85719 -0.24745 -0.51342 0.20
C 0.04329 0.27893 0.86857 0.10
C -2.12847 -0.85043 -0.43608 0.09
C 2.39082 1.06774 0.99487 0.01
N 1.21834 0.47626 0.37607 0.06
N 0.10924 -0.22300 -1.47909 0.40
N -0.30858 0.30457 2.13864 0.10
N -2.65578 -1.28694 -1.58225 0.06
O -0.13676 -0.66453 -2.70438 0.24
O -2.67614 -0.86521 0.67947 0.10
H 2.06810 0.37545 -1.77347 0.04
H 2.86308 1.85283 0.19838 0.01
H 2.09879 1.64885 1.95253 0.00
H 3.06401 0.18574 1.20253 0.00
H -1.36594 -0.02709 2.24957 0.00
H 0.35993 0.94157 2.70467 0.00
H -2.03604 -1.22430 -2.35700 0.00
H -3.33162 -1.96511 -1.51146 0.00
```

Computed properties:
gap between HOMO and LUMO (alpha / beta): 4.72 / 6.12 eV
E_HOMO (alpha / beta): -4.66 / -7.67 eV
multiplicity: 3

=====

Best to worst by energy: 2, 1.

=====

1 | Molecular formula: C16H17N
Method: DFT, ωB97M-V/def2-TZVPD

```
34
Properties=species:S:1:pos:R:3:mulliken_charge:R:1
C -0.21026 1.87350 2.17894 -1.25
C 0.30905 1.71976 0.79197 1.03
C 0.03250 2.48823 -0.28137 -1.10
N 0.61547 1.97568 -1.43685 0.07
C 1.39615 0.91559 -1.06238 0.21
C 2.26068 0.20110 -1.90569 -1.07
C 3.11661 -0.65090 -1.16746 -0.37
C 3.19676 -0.68535 0.19672 -0.84
C 2.19353 -0.08105 0.96973 -0.30
C 1.22118 0.66675 0.35172 0.76
H -1.19790 1.48741 2.40565 0.10
H -0.35882 2.95642 2.31405 0.39
H 0.53796 1.49018 2.86190 0.30
H -0.51871 3.41656 -0.25543 0.42
H 0.66755 2.41916 -2.33143 0.19
H 2.31078 0.39358 -2.96361 0.43
H 3.78170 -1.26449 -1.76684 0.38
H 3.97759 -1.20096 0.73808 0.39
H 2.26672 -0.06499 2.05113 0.31
C -0.99523 -3.37494 0.76472 -1.44
C -1.61904 -2.05365 0.40989 0.95
C -1.48561 -1.61441 -0.91869 -0.47
C -2.02014 -0.39205 -1.28648 -0.35
C -2.70725 0.45368 -0.43106 -0.63
C -2.77220 0.01623 0.89452 -0.54
C -2.26330 -1.19836 1.30681 -0.53
H 0.06497 -3.33330 0.51234 0.28
H -1.37615 -4.16800 0.11221 0.35
H -1.19667 -3.73515 1.77021 0.39
H -0.87694 -2.04108 -1.70570 0.36
H -1.83193 -0.00267 -2.28483 0.30
H -3.15864 1.36930 -0.77860 0.46
H -2.98702 0.77850 1.63727 0.51
H -2.29704 -1.48763 2.35004 0.33
```

Computed properties:
gap between HOMO and LUMO: 8.57 eV
E_HOMO: -7.70 eV
SMILES: Cc1c[nH]c2ccccc12.Cc1ccccc1

=====

2 | Molecular formula: C16H17N
Method: DFT, ωB97M-V/def2-TZVPD

```
34
Properties=species:S:1:pos:R:3:mulliken_charge:R:1
C 3.38321 -0.15532 -4.10394 -1.32
C 2.27069 0.20495 -3.14776 0.49
C 1.87932 1.43361 -2.66283 -0.74
N 0.94761 1.24027 -1.67213 -0.03
C 0.74611 -0.10874 -1.44775 -0.29
C -0.10119 -0.72915 -0.52946 -0.89
C -0.20548 -2.10409 -0.73105 -0.47
C 0.53350 -2.80423 -1.70797 -0.61
C 1.39430 -2.17104 -2.55544 -0.53
C 1.53262 -0.77961 -2.39493 1.03
H 3.03997 -0.20382 -5.13798 0.28
H 3.93248 -1.02786 -3.76590 0.37
H 4.12325 0.65353 -4.10702 0.36
H 2.03797 2.41964 -3.06517 0.38
H 0.67511 1.93933 -0.99609 0.23
H -0.70707 -0.24215 0.21018 0.63
H -0.77731 -2.75185 -0.07656 0.37
H 0.50164 -3.88434 -1.62274 0.34
H 1.91389 -2.73961 -3.31666 0.38
C -4.01324 0.50597 3.03191 -1.35
C -2.52551 0.72219 3.09839 0.69
C -1.63844 -0.39017 3.02549 -0.29
C -0.29591 -0.24663 2.82020 -0.68
C 0.22761 1.05389 2.52631 -0.37
C -0.57428 2.13337 2.72079 -0.61
C -1.96940 1.95123 2.92906 -0.27
H -4.58612 1.32234 3.46412 0.38
H -4.19371 -0.42166 3.58176 0.37
H -4.34760 0.43522 1.99524 0.26
H -2.10448 -1.35994 3.17808 0.32
H 0.42256 -1.05198 2.78833 0.40
H 1.27755 1.16265 2.28783 0.45
H -0.23541 3.13673 2.48863 0.37
H -2.56422 2.85724 2.89502 0.34
```

Computed properties:
gap between HOMO and LUMO: 8.49 eV
E_HOMO: -7.67 eV
SMILES: Cc1c[nH]c2ccccc12.Cc1ccccc1

=====

Best to worst by energy: 2, 1.